{
  "formula": "H11O5S",
  "method": "ωB97M-V/def2-TZVPD",
  "spin_multiplicity": 1,
  "relative_energy_kj_mol": 124.7,
  "total_charge": -1,
  "homo_energy_ev": -4.5,
  "lumo_energy_ev": 3.503,
  "molar_mass_g_mol": 123.2,
  "species": ["S", "H", "H", "H", "O", "H", "H", "O", "H", "H", "O", "H", "H", "O", "H", "H", "O"],
  "positions_angstrom": [[-1.102, 0.311, 0.580], [-1.793, -0.106, 1.623], [-0.016, -1.130, 1.664], [-0.114, -2.061, 3.027], [0.486, -1.872, 2.276], [3.053, 0.660, -0.215], [2.955, 1.912, -1.141], [3.284, 0.938, -1.132], [1.196, 0.448, 0.705], [1.881, -0.239, 1.842], [2.041, 0.310, 1.153], [-0.078, 0.341, -1.850], [1.324, 0.240, -2.355], [0.505, 0.394, -2.662], [-3.323, -0.457, -0.596], [-4.807, -0.422, -0.377], [-4.147, -0.290, -1.086]]
}

{
  "formula": "H11O5S",
  "method": "ωB97M-V/def2-TZVPD",
  "spin_multiplicity": 2,
  "relative_energy_kj_mol": 115.5,
  "homo_energy_ev": [-11.5, -11.1],
  "lumo_energy_ev": [-0.280, -3.800],
  "molar_mass_g_mol": 123.2,
  "s_squared": 0.75,
  "species": ["S", "H", "H", "H", "O", "H", "H", "O", "H", "H", "O", "H", "H", "O", "H", "H", "O"],
  "positions_angstrom": [[-0.651, -1.225, -1.338], [0.142, -0.898, -2.382], [-0.010, 2.605, 0.349], [-0.456, 2.215, -1.173], [-0.517, 2.855, -0.438], [-0.844, 0.501, 1.408], [-0.231, -0.653, 1.986], [-0.417, 0.244, 2.263], [1.007, -1.590, 1.252], [0.882, -3.117, 0.754], [1.476, -2.408, 1.057], [-2.348, 1.093, 0.307], [-2.306, -0.458, 0.172], [-2.912, 0.289, 0.280], [2.209, -0.267, -2.099], [2.242, 0.412, -0.786], [2.733, 0.401, -1.613]]
}

{
  "formula": "H12KO10P",
  "method": "ωB97M-V/def2-TZVPD",
  "spin_multiplicity": 1,
  "total_charge": -2,
  "homo_energy_ev": 1.3,
  "lumo_energy_ev": 3.690,
  "molar_mass_g_mol": 242.2,
  "species": ["K", "P", "O", "O", "O", "O", "O", "H", "H", "O", "H", "H", "O", "H", "H", "O", "H", "H", "O", "H", "H", "O", "H", "H"],
  "positions_angstrom": [[0.355, 0.770, 0.226], [-1.602, -2.188, -0.632], [-0.151, -2.306, 0.017], [-2.640, -2.921, 0.266], [-1.631, -2.834, -2.033], [-1.912, -0.647, -0.721], [1.661, -1.405, -1.688], [0.889, -1.759, -1.125], [2.447, -1.693, -1.217], [-0.589, 3.383, 1.278], [-0.998, 3.239, 2.141], [-0.328, 4.310, 1.272], [-1.092, 1.288, -2.204], [-0.416, 0.964, -2.809], [-1.606, 0.463, -1.933], [1.268, -1.036, 1.949], [1.551, -1.547, 2.711], [0.673, -1.660, 1.430], [2.968, 2.009, -0.312], [3.758, 1.458, -0.315], [3.034, 2.546, -1.109], [-1.813, 0.239, 1.712], [-1.871, -0.175, 0.786], [-1.955, -0.500, 2.310]]
}